No. 1
Entry from OMol25: a 2-piece molecular cluster, C7H13IO5P overall (ωB97M-V/def2-TZVPD).

```
27
Properties=species:S:1:pos:R:3:nbo_charge:R:1
C 4.89959 0.21659 1.24843 -0.650
C 3.28084 0.47017 1.32295 -0.086
O 2.87975 1.85575 1.61804 -0.592
C 1.43020 1.87098 1.99601 -0.124
C 0.41456 1.83380 0.70972 -0.897
P -0.69706 0.24457 0.72616 0.807
O -1.06782 -0.20542 2.40173 -1.031
I 0.51596 -1.69212 -0.25151 -0.424
H 5.19599 -0.06443 0.12878 0.202
H 5.18898 -0.74986 1.88443 0.200
H 5.56198 1.10451 1.62605 0.215
H 2.85848 0.23164 0.23338 0.193
H 2.81954 -0.29032 2.11757 0.174
H 1.20002 1.02276 2.80325 0.168
H 1.21136 2.89307 2.57090 0.169
H 1.00643 1.73046 -0.32046 0.187
H -2.06353 -0.39241 2.48651 0.492
C -3.75863 -1.51521 -3.10767 -0.098
C -3.35909 -0.12579 -2.72970 -0.102
O -3.39565 -0.15001 -1.31542 -0.469
C -3.23795 -1.45202 -0.93655 0.977
O -3.05186 -1.81734 0.21219 -0.575
O -3.31465 -2.29117 -2.01053 -0.486
H -3.28368 -1.84742 -4.03487 0.196
H -4.84372 -1.62695 -3.20353 0.169
H -2.34194 0.11937 -3.05311 0.196
H -4.04812 0.62681 -3.12276 0.190
```

* charge: -1

No. 2
Entry from OMol25: C29H63N5O9P as an isolated structure (ωB97M-V/def2-TZVPD).

```
107
Properties=species:S:1:pos:R:3:lowdin_charge:R:1
C -3.20426 3.88220 0.09631 -0.114
N -2.28480 2.73731 0.15379 -0.230
C -1.12808 2.97013 1.04817 -0.091
C -1.80736 2.33036 -1.16591 -0.451
O -1.26173 3.19816 -1.84958 0.037
C -1.93506 0.89676 -1.75921 -0.188
P -1.04602 -0.47369 -0.72913 0.556
O -1.80656 -0.09912 0.82549 -0.171
C -2.80433 -0.96299 1.18858 -0.466
O -2.59384 -2.03470 1.72546 0.074
C -4.32415 -0.60077 0.99605 -0.064
C -4.80542 0.53065 0.19302 -0.003
C -6.24883 0.81232 0.00819 -0.084
C -7.28412 -0.02540 0.63470 -0.091
C -6.78437 -1.16276 1.49623 -0.099
C -5.34997 -1.43956 1.66209 -0.028
O -2.13958 -1.72682 -1.21340 -0.273
C -1.22859 -2.78381 -1.53058 -0.258
C -0.17449 -2.92942 -0.32421 -0.232
O -0.04692 -1.58488 0.17785 -0.343
H -3.71332 3.93193 1.10914 0.090
H -2.62420 4.84429 -0.00271 0.077
H -4.00784 3.78233 -0.67594 0.088
H -1.48202 2.77581 2.10353 0.094
H -0.80241 4.04430 0.89750 0.087
H -0.28797 2.27344 0.78527 0.069
H -3.00325 0.61376 -2.01601 0.084
H -1.40540 0.92678 -2.75566 0.085
H -0.21105 -0.61943 -1.89587 0.023
H -0.05738 0.51419 -0.33668 0.028
H -4.10335 1.22936 -0.31061 0.065
H -6.61948 1.65791 -0.62479 0.087
H -8.38038 0.16176 0.49808 0.085
H -7.49931 -1.84356 2.01925 0.079
H -5.02716 -2.28502 2.31048 0.103
H -0.56593 -2.65995 -2.43036 0.085
H -1.67916 -3.80454 -1.71685 0.115
H 0.84224 -3.36503 -0.56432 0.097
H -0.48303 -3.54390 0.57659 0.102
C 4.69184 1.82085 3.59973 -0.075
C 4.25511 2.54563 2.33022 -0.431
C 2.94128 3.33339 2.48654 -0.203
O 1.77163 2.53400 2.50095 -0.198
C 1.49578 1.91152 3.74241 -0.098
N 4.17514 1.57624 1.22994 0.043
H 4.12742 0.90390 3.77405 0.065
H 5.74350 1.53348 3.52962 0.070
H 4.57986 2.46292 4.47821 0.069
H 5.04024 3.26988 2.08770 0.122
H 2.83714 3.98679 1.61454 0.123
H 2.96982 3.99173 3.36590 0.114
H 1.78335 2.54133 4.59066 0.087
H 1.99684 0.94336 3.79963 0.078
H 0.42191 1.72596 3.79523 0.086
H 3.98707 2.07685 0.36476 0.071
H 3.33160 1.02119 1.37496 0.076
C 9.38074 5.69016 5.11474 -0.077
C 8.98642 5.15272 3.74228 -0.432
C 7.59273 5.61025 3.27299 -0.204
O 6.50883 4.94890 3.90673 -0.204
C 6.19029 5.44080 5.19623 -0.104
N 9.09891 3.68914 3.75298 0.040
H 8.89656 5.15200 5.93055 0.063
H 10.45718 5.58727 5.26645 0.074
H 9.13058 6.75048 5.21012 0.077
H 9.71417 5.54311 3.02275 0.133
H 7.50101 5.36718 2.20989 0.122
H 7.47938 6.69945 3.35287 0.119
H 6.34021 6.52176 5.27240 0.090
H 6.77799 4.92043 5.95531 0.075
H 5.13913 5.22128 5.39099 0.085
H 8.93895 3.34042 2.81080 0.073
H 8.30511 3.32897 4.28159 0.068
C 4.26740 -4.61450 -5.47789 -0.080
C 2.80394 -5.01888 -5.32798 -0.434
C 1.89964 -3.89301 -4.79183 -0.209
O 2.03071 -3.64012 -3.40356 -0.198
C 3.15253 -2.84871 -3.05220 -0.099
N 2.72465 -6.22045 -4.48803 0.033
H 4.79808 -4.60101 -4.52527 0.062
H 4.79280 -5.32521 -6.11983 0.071
H 4.35834 -3.62427 -5.93258 0.077
H 2.43832 -5.27933 -6.32736 0.131
H 0.85946 -4.20248 -4.93464 0.122
H 2.02897 -2.96633 -5.36620 0.120
H 3.37311 -2.08989 -3.80857 0.091
H 4.02538 -3.48375 -2.88339 0.072
H 2.92797 -2.34553 -2.11044 0.091
H 1.76208 -6.54885 -4.47605 0.069
H 2.89169 -5.92689 -3.52622 0.070
C -6.78665 -4.66200 -3.43404 -0.078
C -6.94703 -4.03965 -2.05000 -0.427
C -8.40013 -4.03463 -1.53709 -0.205
O -9.23964 -3.05643 -2.13701 -0.193
C -9.73719 -3.40875 -3.41378 -0.117
N -6.37468 -2.69126 -2.06528 0.063
H -7.09846 -3.98969 -4.23470 0.061
H -5.73881 -4.90583 -3.61951 0.075
H -7.36491 -5.58707 -3.52093 0.073
H -6.36026 -4.64816 -1.35346 0.137
H -8.37762 -3.78522 -0.47203 0.117
H -8.85625 -5.03133 -1.61337 0.115
H -9.94002 -4.48105 -3.49407 0.087
H -9.03862 -3.09469 -4.19209 0.073
H -10.67089 -2.86613 -3.57427 0.083
H -6.39169 -2.30439 -1.12541 0.050
H -7.03106 -2.09624 -2.56958 0.071
```

* charge: -1

| no. | E_HOMO (hartree) | LUMO level (eV) |
| --- | --- | --- |
| 1 | -0.1005 | 2.7 |
| 2 | -0.1829 | 2.1 |